# 1
Density functional theory data (the ωB97M-V functional and the def2-TZVPD basis) for a molecular structure, C15H17IrN in a non-equilibrium geometry.

Geometry as XYZ:
```
34
Properties=species:S:1:pos:R:3:lowdin_charge:R:1
C 1.10 1.78 -1.99 -0.20
C 2.15 1.37 -1.10 -0.27
C 1.69 1.53 0.25 -0.24
C 0.38 2.12 0.20 -0.18
C -0.01 2.21 -1.18 -0.18
Ir 0.53 -0.02 -0.74 1.33
C 1.46 -1.66 0.30 -0.20
C 1.28 -1.80 -1.09 -0.52
C 1.40 -2.61 -2.16 -0.03
N -1.20 -0.43 -0.87 -0.19
H 2.23 1.25 1.15 0.11
H 3.12 0.99 -1.41 0.11
H -0.21 2.43 1.06 0.10
H -0.99 2.52 -1.56 0.11
H 1.13 1.74 -3.08 0.11
H 2.49 -1.46 0.64 0.07
H -1.86 -1.02 -1.38 0.00
H 0.84 -2.21 1.00 0.06
H 2.11 -3.44 -2.15 0.05
H 0.81 -2.37 -3.06 0.04
C -1.83 0.35 1.91 0.02
C -2.92 0.09 2.72 -0.32
C -4.23 0.53 2.32 -0.05
C -5.30 0.36 3.19 -0.10
C -5.11 -0.22 4.45 -0.09
C -3.84 -0.70 4.83 -0.10
C -2.76 -0.58 3.97 -0.05
H -2.00 0.94 1.00 0.03
H -0.84 -0.04 2.18 0.06
H -4.33 1.01 1.34 0.11
H -6.28 0.71 2.89 0.10
H -5.95 -0.34 5.12 0.10
H -3.70 -1.15 5.81 0.10
H -1.76 -0.94 4.22 0.11
```

Properties
- <S²> = 8.822
- HOMO-LUMO gap (spin up / spin down) (hartree) = 0.2001 / 0.2038
- HOMO level (spin up / spin down) (eV) = -4.8 / -8.1
- energy (eV) = -20148.661
- multiplicity = 6
- maximum force (Eh/bohr) = 0.1028
- total charge = 0

***

# 2
Density functional theory data (the ωB97M-V functional and the def2-TZVPD basis) for a molecular structure, C35H46BF2N7Ta in a non-equilibrium geometry.

Geometry as XYZ:
```
92
Properties=species:S:1:pos:R:3:lowdin_charge:R:1
Ta 11.69 11.89 9.66 2.05
C 13.50 13.05 14.41 0.03
C 12.58 12.24 13.53 -0.17
C 11.59 11.24 13.91 0.09
C 11.11 10.65 12.74 -0.16
N 11.69 11.33 11.64 -0.05
N 12.68 12.24 12.20 0.03
B 13.41 13.33 11.30 -0.52
N 14.44 12.60 10.42 0.00
N 14.06 11.80 9.33 0.00
C 15.16 11.50 8.61 -0.24
C 16.25 11.88 9.36 0.06
C 15.80 12.64 10.47 -0.18
C 16.66 13.35 11.44 0.01
C 15.22 10.96 7.20 -0.55
C 15.48 9.42 7.26 -0.01
C 16.47 11.66 6.62 -0.06
C 14.07 11.25 6.30 -0.05
N 12.39 14.10 10.43 0.02
N 11.83 13.82 9.11 -0.06
C 11.42 15.00 8.51 -0.11
C 11.65 16.00 9.47 0.09
C 12.12 15.42 10.66 -0.20
C 12.46 16.14 11.90 0.03
C 10.85 15.13 7.08 -0.53
C 11.71 16.13 6.25 -0.01
C 10.92 13.74 6.42 -0.02
C 9.50 15.74 7.21 -0.03
C 10.26 9.43 12.74 -0.56
C 11.11 8.26 12.27 -0.02
C 9.90 9.15 14.21 -0.05
C 8.99 9.61 11.94 -0.02
H 13.96 12.34 15.18 0.14
H 12.91 13.83 14.86 0.10
H 14.37 13.49 13.94 0.06
H 11.40 10.90 14.96 0.15
H 14.19 14.00 12.07 0.14
H 17.23 11.47 9.08 0.14
H 17.71 13.22 11.20 0.11
H 16.40 13.07 12.48 0.10
H 16.54 14.43 11.40 0.10
H 16.18 9.26 8.11 0.10
H 16.09 9.18 6.35 0.11
H 14.52 8.79 7.28 0.08
H 17.44 11.43 7.15 0.09
H 16.48 12.79 6.67 0.12
H 16.63 11.31 5.53 0.13
H 13.08 11.09 6.77 0.06
H 14.08 10.67 5.37 0.11
H 14.05 12.24 5.89 0.08
H 11.34 17.04 9.26 0.16
H 13.33 15.65 12.38 0.08
H 11.60 16.26 12.62 0.14
H 12.75 17.14 11.61 0.11
H 12.66 15.67 5.93 0.09
H 11.91 17.09 6.78 0.11
H 11.19 16.36 5.28 0.12
H 11.99 13.46 6.39 0.08
H 10.56 13.94 5.45 0.09
H 10.24 13.01 6.83 0.07
H 9.61 16.66 7.79 0.09
H 8.82 15.16 7.81 0.08
H 9.02 16.01 6.24 0.13
H 11.93 8.12 12.97 0.10
H 11.42 8.42 11.21 0.07
H 10.56 7.29 12.37 0.12
H 10.86 8.94 14.75 0.10
H 9.23 8.30 14.42 0.12
H 9.40 9.96 14.74 0.10
H 9.22 9.57 10.81 0.08
H 8.61 10.60 12.09 0.08
H 8.19 8.87 12.12 0.11
F 6.27 13.35 9.45 0.08
C 7.23 12.45 9.02 -0.21
C 8.50 12.59 9.49 -0.03
C 9.60 11.69 9.18 -0.23
C 9.17 10.60 8.41 -0.17
C 7.87 10.58 7.80 -0.10
F 7.65 9.63 6.81 0.07
C 6.83 11.48 8.09 0.16
C 10.25 9.66 8.17 -0.19
C 10.02 8.32 7.88 0.07
C 11.09 7.40 7.90 0.06
C 12.32 7.87 8.35 -0.03
C 12.50 9.19 8.67 -0.15
N 11.53 10.12 8.45 -0.07
H 8.77 13.39 10.16 0.12
H 5.84 11.38 7.64 0.16
H 9.08 8.01 7.53 0.12
H 10.92 6.38 7.50 0.15
H 13.20 7.19 8.50 0.16
H 13.50 9.56 8.99 0.11
```

Properties
- HOMO-LUMO gap (hartree) = 0.2312
- HOMO level (eV) = -17.2
- energy (eV) = -55109.575
- maximum force (Eh/bohr) = 0.0635
- total charge = +3

***

# 3
Density functional theory data (the ωB97M-V functional and the def2-TZVPD basis) for a molecular structure, C42H42As2F4N9O9PtS in a non-equilibrium geometry.

Geometry as XYZ:
```
110
Properties=species:S:1:pos:R:3:lowdin_charge:R:1
Pt 1.32 -0.05 0.29 1.04
C 0.46 4.60 4.23 -0.06
C -0.56 4.11 3.21 -0.22
N -0.59 2.66 3.10 0.02
C 0.12 1.98 2.22 -0.70
S -0.09 0.22 2.13 0.79
N 0.98 2.58 1.44 0.01
N 1.63 1.87 0.54 -0.18
C 2.60 2.43 -0.13 -0.21
C 2.98 3.85 0.09 0.02
C 3.27 1.56 -1.08 -0.20
C 4.32 1.96 -1.91 0.05
C 4.89 1.05 -2.77 0.00
C 4.40 -0.25 -2.80 0.00
C 3.35 -0.59 -1.96 -0.14
N 2.81 0.29 -1.13 -0.10
H 0.39 5.68 4.31 0.09
H 1.47 4.34 3.92 0.06
H 0.27 4.17 5.21 0.08
H -0.32 4.51 2.22 0.11
H -1.56 4.44 3.50 0.13
H -1.10 2.15 3.81 0.15
H 2.52 4.22 1.00 0.08
H 2.63 4.46 -0.74 0.11
H 4.06 3.96 0.17 0.10
H 4.67 2.98 -1.87 0.13
H 5.70 1.35 -3.42 0.14
H 4.84 -0.99 -3.46 0.13
H 2.95 -1.60 -1.94 0.12
C -3.68 -3.63 -1.84 0.01
O -2.27 -3.53 -1.85 0.05
C -1.48 -2.56 -2.19 -0.50
O -0.27 -2.75 -2.02 0.00
C -1.79 -1.19 -2.72 -0.18
C -2.84 -0.65 -3.35 -0.21
As -3.33 1.28 -3.80 1.47
C -2.90 1.24 -5.71 -0.26
C -1.66 1.68 -2.81 -0.24
C -0.47 1.32 -3.30 -0.20
As 0.05 -0.41 -2.53 1.48
C 0.84 -1.15 -4.19 -0.17
C 0.20 1.96 -4.46 -0.52
O -0.38 2.67 -5.23 0.16
O 1.50 1.71 -4.43 -0.07
C 2.31 2.40 -5.39 0.01
C -1.88 1.69 -1.34 -0.54
O -0.98 1.53 -0.55 0.02
O -3.12 1.98 -1.04 -0.05
C -3.47 2.19 0.32 0.02
C -4.19 -1.30 -3.56 -0.62
O -5.04 -0.97 -2.77 0.12
O -4.42 -2.12 -4.55 0.02
C -3.45 -2.55 -5.49 0.00
H -4.07 -3.86 -2.84 0.11
H -4.16 -2.73 -1.45 0.08
H -3.89 -4.49 -1.20 0.12
H -3.82 0.97 -6.25 0.05
H -2.11 0.55 -5.99 0.03
H -2.63 2.24 -6.02 0.04
H 0.28 -0.82 -5.07 0.06
H 0.83 -2.23 -4.13 0.06
H 1.87 -0.82 -4.28 0.03
H 3.12 1.73 -5.66 0.10
H 2.70 3.32 -4.95 0.11
H 1.71 2.65 -6.27 0.11
H -4.55 2.08 0.38 0.12
H -3.19 3.20 0.63 0.12
H -2.96 1.46 0.95 0.08
H -3.47 -3.64 -5.51 0.11
H -2.44 -2.20 -5.24 0.08
H -3.74 -2.19 -6.48 0.11
O -1.70 -1.34 0.57 -0.06
C -2.55 -2.04 1.08 -0.50
C -4.02 -1.67 1.11 -0.09
C -4.39 -1.43 2.59 -0.15
C -3.21 -1.16 3.55 -0.19
C -2.47 -2.40 4.07 -0.15
C -1.53 -3.02 3.03 -0.18
N -2.28 -3.17 1.81 0.08
H -4.64 -2.47 0.71 0.12
H -4.16 -0.78 0.50 0.11
H -4.95 -2.28 2.98 0.12
H -5.06 -0.57 2.62 0.11
H -3.62 -0.64 4.42 0.12
H -2.50 -0.48 3.08 0.05
H -3.20 -3.14 4.39 0.12
H -1.88 -2.13 4.95 0.12
H -1.16 -3.99 3.36 0.12
H -0.69 -2.35 2.82 0.06
H -3.09 -3.77 1.96 0.15
F 2.70 -3.37 5.19 0.17
C 3.27 -2.40 4.51 -0.12
C 3.90 -1.37 5.20 -0.10
F 3.90 -1.41 6.52 0.18
C 4.43 -0.24 4.54 0.00
C 4.42 -0.29 3.13 -0.12
C 3.81 -1.32 2.44 -0.13
F 3.84 -1.25 1.09 0.07
C 3.15 -2.38 3.10 0.01
C 2.27 -3.28 2.38 -0.12
C 1.72 -2.72 1.24 -0.10
N 1.33 -2.03 0.39 0.02
C 1.83 -4.51 2.87 -0.18
N 1.43 -5.51 3.27 0.24
F 4.96 0.69 2.40 0.14
C 4.89 0.93 5.23 -0.06
C 4.88 2.15 4.55 -0.14
N 4.74 3.14 3.98 0.26
C 5.16 0.97 6.60 -0.13
N 5.35 1.06 7.73 0.29
```

Properties
- HOMO-LUMO gap (spin up / spin down) (hartree) = 0.1392 / 0.1389
- HOMO level (spin up / spin down) (eV) = -15.4 / -15.4
- energy (eV) = -222667.916
- maximum force (Eh/bohr) = 0.0618
- total charge = +3